No. 1
DFT (the ωB97M-V functional and the def2-TZVPD basis) results for a 5-piece molecular cluster, C25H65BN3O18P4 overall in a non-equilibrium geometry.

The calculation puts the energy at -106112.68225 eV. As for the total charge: +1.

Structure (XYZ):
```
116
Properties=species:S:1:pos:R:3:forces:R:3:lowdin_charge:R:1
C 1.168740 0.903834 1.548746 -0.4 -0.1 -0.2 -0.08
C 0.195150 0.679820 2.869090 2.1 -0.9 0.3 -0.23
O -0.606319 1.858087 3.233959 -0.3 -0.7 -2.3 -0.21
C -1.413976 2.359428 2.111517 -1.0 0.7 0.4 -0.21
C -2.439883 1.261030 1.448752 -0.3 1.2 -1.0 -0.15
C -2.222294 1.289532 -0.206728 -0.8 -1.8 0.6 -0.18
C -3.678096 0.977784 -0.891123 -1.1 0.0 -0.5 -0.17
C -4.448568 2.345738 -1.469023 1.9 -2.1 -0.6 -0.16
N -4.856335 3.132951 -0.249913 -3.5 2.4 -2.3 -0.07
C -4.011103 4.366426 -0.022119 -0.1 2.1 1.1 -0.13
C -4.489697 4.968529 1.463682 -0.9 0.0 -0.7 -0.10
C -5.739338 4.033436 2.063161 1.8 0.6 1.4 -0.15
N -6.871766 4.097209 1.052578 3.8 -2.9 -3.0 0.10
B -8.055200 3.246426 1.473433 -3.7 0.5 0.9 -0.39
O -9.411755 3.886378 1.343022 3.1 -0.7 1.6 0.02
C -7.997518 1.725363 2.094820 -0.5 -0.9 -0.4 -0.15
C -7.217766 0.637032 1.091898 -0.5 0.6 1.0 -0.11
C -6.281653 3.622118 -0.287888 0.4 0.6 3.4 -0.16
N -7.095821 3.744201 -1.383736 -0.5 -1.4 -0.3 0.15
H 2.229012 0.385500 1.659294 -2.5 1.0 0.0 0.09
H 1.346018 2.058783 1.400363 -0.3 -2.3 0.2 0.09
H 0.648779 0.433685 0.592565 1.2 1.2 1.9 0.07
H -0.427912 -0.315558 2.762593 1.0 2.1 0.1 0.12
H 0.944092 0.496716 3.780491 -1.9 0.6 -1.8 0.14
H -2.106423 3.222486 2.559848 1.7 -1.8 -0.7 0.12
H -0.758990 2.904708 1.280757 -1.1 -1.5 1.7 0.12
H -2.375982 0.185014 1.903662 0.1 2.1 -1.0 0.12
H -3.561846 1.631886 1.613496 2.4 -0.7 -0.1 0.08
H -1.778446 2.311294 -0.570573 -0.8 -2.1 0.7 0.10
H -1.510818 0.373035 -0.486451 -1.3 2.3 0.5 0.13
H -4.455311 0.512011 -0.116321 1.9 0.9 -1.5 0.10
H -3.635916 0.197142 -1.789412 0.1 1.8 1.9 0.13
H -5.324561 1.943649 -2.131468 1.5 1.3 1.4 0.13
H -3.619688 2.906032 -2.105866 -2.1 -0.8 1.2 0.14
H -4.331350 5.164176 -0.846590 1.1 -1.6 1.7 0.14
H -2.855512 4.201173 -0.097720 -2.4 -0.2 0.2 0.13
H -3.599716 5.047388 2.219150 -1.9 -0.2 -1.5 0.12
H -4.992541 6.027344 1.242750 1.4 -2.2 0.8 0.13
H -5.392637 2.934686 2.326849 -0.6 2.1 -0.9 0.13
H -6.027979 4.525686 3.109685 0.2 -1.0 -2.5 0.16
H -9.617417 4.419684 2.169559 0.2 -0.8 -1.6 0.13
H -9.111947 1.332284 2.150945 2.2 1.1 0.1 0.12
H -7.544890 1.680877 3.175694 -0.8 0.1 -2.0 0.12
H -6.072072 0.609613 1.395506 -2.5 -0.1 -1.0 0.07
H -7.764864 -0.396420 1.297634 1.5 2.2 -0.8 0.11
H -7.392545 1.015344 -0.016590 0.6 -1.2 2.1 0.08
H -6.921011 4.457703 -2.124879 0.3 -1.3 0.8 0.15
H -7.929947 3.099742 -1.529206 1.3 1.6 0.5 0.16
C 7.647943 0.186716 -2.356348 0.7 -0.2 0.1 -0.14
O 6.337000 0.425014 -2.836782 0.8 3.3 1.4 -0.29
P 5.237139 0.886565 -1.583696 -6.6 -7.1 -3.0 0.78
O 4.968797 -0.592792 -1.282446 1.7 0.9 0.9 -0.28
O 4.120266 1.415884 -2.674876 0.9 0.9 1.1 -0.26
C 4.328239 1.358382 -4.069395 0.0 0.1 -0.7 -0.13
O 4.137278 1.348115 -0.330611 2.3 2.5 -1.0 -0.27
C 4.730520 1.367526 0.953689 0.4 0.0 0.7 -0.15
H 8.285417 -0.093603 -3.197969 -0.2 0.1 0.1 0.09
H 8.041901 1.099132 -1.899924 0.3 -0.2 -0.1 0.08
H 7.645656 -0.623838 -1.623292 0.0 0.0 0.0 0.08
H 4.466771 0.325547 -4.400899 0.1 0.1 0.0 0.09
H 5.181249 1.977751 -4.355124 0.0 -0.2 -0.1 0.09
H 3.441479 1.760242 -4.569770 0.0 0.0 0.4 0.09
H 5.556409 2.084102 0.967334 -0.1 0.0 0.4 0.08
H 5.098768 0.373189 1.220006 0.0 0.0 0.0 0.09
H 3.979074 1.676436 1.684291 0.1 0.0 -0.2 0.07
C 3.091876 -5.916108 -0.483805 0.6 -0.3 0.0 -0.15
O 1.754817 -5.516737 -0.241009 0.5 1.0 -3.5 -0.30
P 1.514468 -3.816258 -0.449690 -4.5 0.9 9.2 0.76
O 1.956486 -3.581883 0.999774 1.4 0.0 -1.2 -0.27
O -0.124754 -3.989944 -0.481973 1.1 0.5 -1.3 -0.26
C -0.762595 -5.242215 -0.354619 -0.5 -0.7 -0.1 -0.12
O 1.274119 -2.115778 -0.658371 0.1 -1.9 -3.0 -0.27
C 2.460039 -1.421504 -0.994998 0.6 0.3 0.0 -0.19
H 3.168085 -6.996187 -0.339235 -0.1 0.1 0.0 0.09
H 3.364261 -5.674995 -1.515163 0.2 -0.2 0.1 0.08
H 3.773146 -5.413353 0.207195 0.0 0.0 0.0 0.08
H -0.525295 -5.704839 0.607411 0.1 0.0 -0.2 0.09
H -0.485730 -5.898823 -1.182326 -0.1 -0.1 0.2 0.08
H -1.845207 -5.086851 -0.399571 0.2 0.3 -0.1 0.09
H 2.860136 -1.810013 -1.935605 0.2 0.3 0.1 0.08
H 3.205269 -1.530743 -0.202575 -0.1 0.0 -0.2 0.07
H 2.224783 -0.361706 -1.118941 0.0 -0.2 0.0 0.08
C 9.004826 3.982870 6.573979 0.3 -0.1 0.6 -0.15
O 8.624203 4.273116 5.240916 -2.6 1.8 1.9 -0.30
P 7.040739 3.693362 4.854299 3.6 -4.7 -8.4 0.76
O 7.635242 2.326089 4.495989 -0.5 0.2 1.9 -0.26
O 6.970334 4.614540 3.488747 -0.9 0.1 1.5 -0.26
C 8.022704 5.463686 3.085370 0.4 0.5 -0.3 -0.13
O 5.457274 3.113609 4.467682 0.0 2.8 2.1 -0.27
C 4.840535 2.420058 5.535559 -0.3 -0.4 0.4 -0.16
H 10.007306 4.380404 6.747987 -0.1 0.0 -0.1 0.09
H 8.306874 4.461910 7.266375 0.3 0.0 0.2 0.08
H 9.013334 2.903229 6.743319 0.0 0.0 0.0 0.08
H 8.936561 4.891989 2.901356 -0.1 0.1 0.2 0.09
H 8.193331 6.242864 3.831463 0.2 -0.1 -0.1 0.09
H 7.734269 5.954322 2.150336 -0.2 -0.2 0.2 0.09
H 4.740526 3.084989 6.397896 -0.3 -0.2 0.1 0.08
H 5.429581 1.541496 5.811949 0.0 0.0 0.0 0.08
H 3.846267 2.096700 5.218154 0.1 0.1 -0.1 0.08
C -2.472848 -9.508059 -5.695250 0.3 -0.6 -0.1 -0.15
O -3.326291 -8.464280 -5.261277 1.2 1.3 -3.2 -0.30
P -2.494605 -6.962059 -5.050141 -4.0 1.0 9.4 0.76
O -2.111983 -7.380884 -3.625557 1.3 -0.5 -1.3 -0.27
O -3.909080 -6.117004 -4.991827 1.3 0.0 -1.2 -0.26
C -5.172689 -6.734240 -5.108261 -0.7 -0.2 -0.1 -0.13
O -1.662919 -5.459839 -4.839006 -0.4 -0.9 -3.4 -0.26
C -0.274912 -5.548923 -5.098313 0.6 0.0 0.0 -0.16
H -3.063301 -10.419704 -5.811640 0.0 0.2 0.0 0.09
H -2.032783 -9.243361 -6.660810 0.0 -0.3 0.0 0.08
H -1.681385 -9.685084 -4.962705 0.0 0.0 0.0 0.08
H -5.330273 -7.455646 -4.301679 0.1 0.0 -0.2 0.09
H -5.276943 -7.211829 -6.084953 -0.1 -0.1 0.2 0.09
H -5.944907 -5.962381 -5.030017 0.3 0.1 0.0 0.09
H -0.112782 -5.866528 -6.132044 0.3 0.2 0.1 0.08
H 0.197154 -6.259363 -4.414452 0.0 0.0 0.0 0.08
H 0.174453 -4.563464 -4.954026 -0.2 -0.1 0.0 0.09
```
Positions in Å, forces in eV/Å.



No. 2
DFT (the ωB97M-V functional and the def2-TZVPD basis) results for one molecule with the formula C4H7NO in a non-equilibrium geometry.

The value obtained for the energy relative to the best compared isomer or geometry (same formula, charge and spin) is 52.6 kcal per mole. As for the SMILES: C[C@@]1(C=O)CN1.

Structure (XYZ):
```
13
Properties=species:S:1:pos:R:3:forces:R:3:lowdin_charge:R:1
C 1.379625 -0.583516 0.161381 0.0 -0.1 0.1 -0.03
C -0.026688 -0.033042 0.112270 0.3 -0.1 -0.2 -0.51
C -1.142623 -1.000613 0.315741 -0.6 0.4 0.4 -0.21
O -2.169866 -0.836165 0.936861 0.9 -0.2 -0.5 0.07
C -0.225214 1.418763 0.112147 -0.2 0.1 0.4 -0.09
N -0.275829 0.665782 -1.167956 0.0 0.4 -0.1 0.07
H 1.390891 -1.589073 -0.272279 0.1 0.0 0.1 0.08
H 2.051002 0.034218 -0.448417 -0.3 -0.1 0.2 0.09
H 1.757690 -0.619397 1.185126 0.0 -0.1 -0.1 0.08
H -0.952199 -1.862943 -0.343074 -0.3 -0.6 0.2 0.13
H -1.164078 1.866867 0.398072 -0.1 -0.2 0.4 0.11
H 0.649744 2.013609 0.398076 -0.2 -0.1 -0.8 0.11
H -1.272460 0.525516 -1.387951 0.5 0.4 -0.1 0.10
```
Positions in Å, forces in eV/Å.



No. 3
DFT (the ωB97M-V functional and the def2-TZVPD basis) results for one molecule with the formula C4H7BrN2 in a non-equilibrium geometry.

The expectation value of S² is 2.018. Its spin multiplicity is 3. The value obtained for the energy relative to the best compared isomer or geometry (same formula, charge and spin) is 32.7 kcal per mole.

Structure (XYZ):
```
14
Properties=species:S:1:pos:R:3:forces:R:3:lowdin_charge:R:1
C -1.700418 -0.243280 -0.524687 -0.2 0.6 0.2 -0.25
C -0.612167 -1.158956 -1.000021 0.2 -0.1 -0.3 -0.21
C 0.605485 -0.571763 -0.303365 0.8 -1.1 0.0 -0.57
C 0.968594 1.514673 0.965674 0.5 0.3 -0.9 -0.11
N -1.376403 0.827222 0.025667 -6.5 0.9 -0.1 0.11
N 0.365845 0.750666 -0.071206 5.2 -0.6 1.7 -0.11
Br 0.860911 -1.736845 1.478279 0.0 0.7 -0.8 0.53
H -2.742911 -0.498566 -0.642397 -0.6 -0.5 0.0 0.09
H -0.800850 -2.197863 -0.731831 0.1 0.1 0.0 0.09
H -0.514984 -1.096525 -2.089576 0.1 0.0 0.0 0.12
H 1.565306 -0.748663 -0.783905 0.3 -0.3 0.0 0.10
H 0.483330 2.488790 0.987398 -0.1 0.0 0.1 0.08
H 0.869308 1.026236 1.942228 -0.1 -0.1 -0.2 0.06
H 2.028956 1.644874 0.747742 0.3 0.1 0.2 0.09
```
Positions in Å, forces in eV/Å.



No. 4
DFT (the ωB97M-V functional and the def2-TZVPD basis) results for a 2-piece molecular cluster, C4H7NO2 overall.

The value obtained for the energy relative to the best compared isomer or geometry (same formula, charge and spin) is 61.6 kcal per mole. As for the SMILES: C=NC=O.C=CO.

Structure (XYZ):
```
14
Properties=species:S:1:pos:R:3:forces:R:3:lowdin_charge:R:1
C -1.012215 1.264651 0.057806 0.0 0.0 0.2 -0.02
N -0.905394 0.861554 1.256596 -0.1 0.0 -0.4 0.04
C -1.474781 -0.373795 1.593071 -0.1 -0.4 -0.1 -0.34
O -1.316455 -1.399294 0.971971 -0.1 0.4 0.3 0.04
H -1.594499 0.734913 -0.702931 0.0 0.0 0.2 0.10
H -0.499502 2.180649 -0.239022 -0.1 -0.1 0.1 0.09
H -2.028877 -0.345433 2.544361 0.0 0.0 -0.1 0.12
C 0.850707 -1.059725 -1.252725 0.1 0.1 0.0 0.00
C 1.523169 0.051044 -0.960210 -0.1 -0.1 -0.3 -0.31
O 1.972877 0.434158 0.262856 -0.1 -0.2 0.1 -0.02
H 0.511406 -1.240547 -2.265954 0.1 0.1 0.1 0.06
H 0.587124 -1.794174 -0.497494 0.1 0.1 -0.1 0.05
H 1.769576 0.802183 -1.706184 0.0 -0.1 0.0 0.11
H 1.592275 -0.150630 0.933546 0.1 0.1 -0.1 0.10
```
Positions in Å, forces in eV/Å.



No. 5
DFT (the ωB97M-V functional and the def2-TZVPD basis) results for an isolated ion of composition C2H3N2OS and charge +1 in a non-equilibrium geometry.

As for the total charge: +1. The value obtained for the energy relative to the best compared isomer or geometry (same formula, charge and spin) is 126.7 kcal per mole.

Structure (XYZ):
```
9
Properties=species:S:1:pos:R:3:forces:R:3:lowdin_charge:R:1
C 0.351572 -1.472161 -0.023949 -0.6 3.8 0.5 -0.26
C 0.736742 1.117757 -0.058596 -1.0 -5.1 0.7 -0.16
N -0.881982 -0.983457 0.059002 -0.9 -3.0 0.4 0.07
N -1.265509 0.178947 -0.131111 2.5 2.5 -1.5 -0.13
O -2.248264 0.811122 -0.031995 0.6 -1.1 0.5 0.23
S 1.679065 -0.343557 -0.092493 -1.3 0.2 -0.5 1.12
H 0.478897 -2.519407 -0.003451 0.3 -1.0 -0.1 0.10
H 0.905051 1.965735 -0.544925 1.2 3.2 -2.6 0.02
H 0.244430 1.245023 0.827517 -0.8 0.5 2.5 0.02
```
Positions in Å, forces in eV/Å.



No. 6
DFT (the ωB97M-V functional and the def2-TZVPD basis) results for a 2-piece molecular cluster, C26H25N2O2 overall in a non-equilibrium geometry.

As for the total charge: +1. The value obtained for the energy relative to the best compared isomer or geometry (same formula, charge and spin) is 76.3 kcal per mole.

Structure (XYZ):
```
55
Properties=species:S:1:pos:R:3:forces:R:3:lowdin_charge:R:1
C 4.780874 -2.974223 -2.720889 0.0 0.3 0.1 -0.03
O 4.389686 -1.583734 -2.837113 -1.3 0.1 0.2 -0.05
C 3.102610 -1.223572 -2.610816 0.3 -0.2 -0.2 -0.21
C 2.766259 0.145320 -2.817294 0.3 -0.4 0.1 0.04
C 1.500293 0.589699 -2.541367 -0.1 0.1 0.4 0.00
C 0.486503 -0.302209 -2.084306 0.0 -0.3 0.4 -0.22
C -0.823047 0.191422 -1.835171 0.4 -0.1 -2.5 0.06
C -2.011105 -0.461103 -2.271420 -1.0 -0.5 0.0 -0.20
C -3.281002 0.200732 -2.152708 0.3 -0.2 -0.3 -0.04
C -4.469264 -0.463247 -2.405118 0.3 0.3 0.3 -0.01
C -4.482357 -1.827398 -2.732503 -0.1 0.1 0.0 -0.23
C -5.788322 -2.564588 -2.802176 -0.1 -0.3 -0.1 -0.03
C -3.263802 -2.448893 -3.027897 0.6 0.2 0.1 -0.01
C -2.056951 -1.774128 -2.858585 -0.1 0.1 0.2 0.02
C 0.822847 -1.675244 -1.944503 0.0 -0.1 -0.4 -0.01
C 2.092117 -2.137374 -2.220937 0.4 0.0 0.0 0.02
H 5.860301 -2.941950 -2.858952 -0.1 -0.2 0.0 0.10
H 4.538158 -3.385892 -1.731233 0.1 0.2 -0.2 0.10
H 4.321165 -3.591336 -3.499165 0.0 0.2 0.0 0.10
H 3.540631 0.819127 -3.179851 -0.2 -0.2 0.1 0.13
H 1.219722 1.629635 -2.730440 0.3 -0.3 0.2 0.14
H -0.891028 1.246639 -1.543602 0.0 -0.4 -0.3 0.13
H -3.296677 1.259126 -1.896787 0.0 -0.3 0.1 0.11
H -5.416898 0.058937 -2.284365 0.2 -0.1 0.0 0.13
H -5.654492 -3.653154 -2.805883 0.1 0.3 0.0 0.09
H -6.438262 -2.315152 -1.958014 0.2 0.1 -0.1 0.09
H -6.339141 -2.297940 -3.711779 0.1 0.0 0.1 0.10
H -3.254943 -3.479686 -3.383631 0.0 0.3 0.0 0.13
H -1.137293 -2.258431 -3.189311 -0.4 0.2 0.1 0.11
H 0.056134 -2.390062 -1.643155 0.4 0.3 0.2 0.12
H 2.328132 -3.202341 -2.139572 -0.2 0.5 0.1 0.12
O 1.269760 0.819608 0.534585 -0.4 0.1 0.8 0.06
C 0.736516 1.092283 1.617974 1.4 -0.1 -0.6 -0.29
C 1.606267 1.423089 2.829766 0.1 0.2 -0.1 -0.09
C 1.304925 2.491714 3.698461 0.0 -0.3 0.1 -0.17
C 2.200128 2.808329 4.729920 0.0 -0.2 -0.1 -0.03
C 3.383572 2.093452 4.916057 -0.3 -0.1 -0.3 -0.06
C 3.689466 1.043908 4.046534 -0.3 0.1 -0.1 -0.07
C 2.815681 0.728691 3.003158 -0.1 0.0 0.1 -0.02
C 0.034313 3.293328 3.547522 -0.2 0.1 0.1 -0.14
C -1.247216 2.489571 3.846611 0.1 0.1 0.2 -0.16
C -1.355270 1.145199 3.096791 -0.6 -0.1 0.6 -0.13
C -0.699917 1.106143 1.756247 0.6 -0.6 -1.0 -0.18
N -1.425177 0.734903 0.679815 -4.4 1.3 2.5 0.04
N -2.565511 0.671172 0.392333 3.8 -0.4 0.2 0.28
H 1.949363 3.627889 5.405005 0.1 -0.2 -0.2 0.12
H 4.058866 2.352938 5.732179 -0.2 -0.1 -0.2 0.11
H 4.608358 0.477396 4.180870 -0.2 0.1 -0.1 0.11
H 3.063414 -0.076373 2.313688 -0.1 0.2 0.1 0.12
H 0.061008 4.131433 4.257396 0.0 -0.1 -0.3 0.12
H -0.025837 3.725302 2.539741 0.0 -0.1 0.1 0.12
H -1.272099 2.272399 4.926385 -0.1 0.0 -0.3 0.12
H -2.119139 3.121508 3.637705 0.2 -0.1 -0.1 0.11
H -0.858666 0.384002 3.712843 -0.1 0.0 -0.1 0.13
H -2.413680 0.853148 3.016947 0.4 0.1 0.0 0.12
```
Positions in Å, forces in eV/Å.



No. 7
DFT (the ωB97M-V functional and the def2-TZVPD basis) results for one molecule with the formula CH2ClN3S in a non-equilibrium geometry.

The value obtained for the energy relative to the best compared isomer or geometry (same formula, charge and spin) is 17.5 kcal per mole. As for the SMILES: NN(Cl)N=C=S.

Structure (XYZ):
```
8
Properties=species:S:1:pos:R:3:forces:R:3:lowdin_charge:R:1
N -0.138015 0.118923 0.058725 0.1 -0.4 -0.6 0.05
N -1.334020 0.472460 0.456016 0.0 1.6 1.7 -0.33
Cl -1.796588 2.509504 -0.051918 0.2 -0.4 -0.2 0.08
N -2.321288 -0.211192 -0.049658 -0.2 -1.1 -0.9 -0.05
C -3.527204 -0.275394 -0.035976 0.4 0.0 -0.2 -0.76
S -5.036929 -0.565668 -0.229816 -0.2 0.1 0.1 0.78
H 0.036959 -0.224253 -0.883262 -0.2 0.3 0.0 0.12
H 0.586138 0.670789 0.491460 -0.1 0.0 0.0 0.11
```
Positions in Å, forces in eV/Å.



No. 8
DFT (the ωB97M-V functional and the def2-TZVPD basis) results for an isolated ion of composition C5H4NO3 and charge -1 in a non-equilibrium geometry.

As for the total charge: -1. The value obtained for the energy relative to the best compared isomer or geometry (same formula, charge and spin) is 87.7 kcal per mole. As for the SMILES: O=C1O[C@]12C[C@@H]2/N=C/[O-].

Structure (XYZ):
```
13
Properties=species:S:1:pos:R:3:forces:R:3:lowdin_charge:R:1
O -1.963148 2.464305 -1.064287 -0.2 0.3 -0.1 0.11
C -0.914270 1.907021 -0.949666 -2.1 -0.1 0.8 -0.55
O 0.321460 2.167570 -1.132175 1.7 0.5 -0.7 0.13
C -0.203872 0.718143 -0.681915 1.8 -0.2 -1.5 -0.13
C 0.215769 -0.522084 -1.397619 1.2 0.6 -2.1 -0.04
C 0.451303 -0.358514 0.065011 1.2 -0.6 2.0 -0.39
N -0.489869 -0.847629 0.933031 -0.4 -1.0 0.4 0.01
C -0.076163 -1.122479 2.138529 1.2 -0.1 0.9 -0.56
O -0.749932 -1.627754 3.036439 0.3 0.0 0.6 -0.13
H 1.257533 -0.211139 -1.857205 -2.3 -1.1 0.1 0.15
H -0.521447 -1.225139 -1.915632 1.3 1.1 0.9 0.13
H 1.555734 -0.495528 0.443828 -1.7 1.1 -0.9 0.15
H 1.116903 -0.846773 2.381661 -1.9 -0.5 -0.5 0.12
```
Positions in Å, forces in eV/Å.